# 1
The following is a quantum chemistry calculation of 4 unconnected molecules or ions with the total composition C3H12BrN6O3 in a non-equilibrium geometry, from the OMol25 dataset.

Cartesian coordinates (Å):
Br1 0.600 -1.084 -0.347
C1 2.994 -2.036 -6.711
O1 3.752 -1.114 -6.450
N1 2.874 -2.600 -7.901
N2 2.092 -2.704 -6.049
H1 2.288 -3.419 -7.986
H2 3.448 -2.306 -8.679
H3 1.677 -3.580 -6.331
H4 1.997 -2.392 -5.093
C2 1.761 2.089 5.198
O2 2.376 2.710 6.054
N3 1.757 0.787 5.109
N4 0.773 2.547 4.508
H5 1.186 0.393 4.374
H6 2.302 0.153 5.676
H7 0.516 3.523 4.527
H8 0.585 1.936 3.726
C3 -4.588 1.095 2.255
O3 -5.634 1.601 2.806
N5 -3.877 0.202 2.770
N6 -4.047 1.370 1.125
H9 -4.118 -0.145 3.687
H10 -2.961 0.020 2.385
H11 -4.440 2.153 0.624
H12 -3.316 0.801 0.722

Cartesian forces (eV/Å) of the 2 atoms listed first:
Br -0.2 0.1 0.2
C 1.3 0.7 -1.8

Results
Calculated total energy = -3249.895083 hartree
HOMO = -4.19 eV
Net charge = -1
E_LUMO = 0.0885 hartree
Orbital gap = 6.60 eV
Largest force on an atom = 8.2 eV/Å
Spin multiplicity = 1

---

# 2
The following is a quantum chemistry calculation of a molecular structure, C22H28O10SSeSiTi in a non-equilibrium geometry, from the OMol25 dataset.

Cartesian coordinates (Å):
Ti1 -0.239 -0.526 -0.148
O1 -4.593 -3.834 0.955
C1 -3.467 -3.132 1.343
O2 -3.348 -1.970 1.275
C2 -2.424 -4.086 1.788
O3 -1.640 -3.379 2.675
C3 -0.214 -3.610 2.576
C4 0.419 -3.278 1.237
O4 1.052 -4.065 0.597
O5 0.235 -1.967 0.907
H1 -5.135 -3.245 0.417
H2 -2.865 -4.965 2.254
H3 -1.838 -4.329 0.842
H4 0.194 -2.854 3.215
H5 0.073 -4.535 2.894
C5 -0.688 3.561 -1.746
C6 -0.826 2.376 -0.792
O6 -0.707 1.222 -1.262
C7 -1.097 2.620 0.639
C8 -1.121 3.968 1.148
C9 -1.599 4.210 2.419
C10 -1.740 3.104 3.278
C11 -1.622 1.836 2.867
C12 -1.324 1.530 1.541
O7 -1.277 0.275 1.082
H6 0.039 3.347 -2.531
H7 -0.256 4.565 -1.510
H8 -1.707 3.716 -2.117
H9 -0.795 4.756 0.532
H10 -1.577 5.223 2.797
H11 -1.935 3.270 4.367
H12 -1.624 1.034 3.553
C13 8.052 -0.413 0.692
C14 6.637 -0.138 0.240
C15 5.752 -1.183 -0.169
C16 4.395 -0.951 -0.368
C17 3.886 0.323 -0.366
C18 4.779 1.380 -0.075
C19 6.112 1.144 0.274
S1 2.264 0.704 -0.667
O8 1.468 0.976 0.561
O9 2.350 1.851 -1.538
O10 1.545 -0.499 -1.219
H13 8.210 -0.128 1.750
H14 8.734 0.124 0.069
H15 8.325 -1.416 0.499
H16 6.136 -2.204 -0.415
H17 3.755 -1.809 -0.491
H18 4.379 2.359 -0.085
H19 6.746 1.965 0.555
C20 -2.551 0.316 -3.962
Si1 -3.196 -0.384 -2.415
C21 -4.622 -1.357 -2.797
C22 -3.823 0.887 -1.203
Se1 -1.547 -1.899 -1.674
H20 -3.374 0.795 -4.523
H21 -2.280 -0.646 -4.437
H22 -1.655 0.890 -3.906
H23 -5.463 -0.752 -3.171
H24 -5.005 -1.952 -1.929
H25 -4.358 -2.102 -3.550
H26 -4.891 0.963 -1.461
H27 -3.432 1.828 -1.094
H28 -3.683 0.488 -0.221

Cartesian forces (eV/Å) of the 2 atoms listed first:
Ti 0.9 -0.9 -0.3
O 0.6 0.3 0.0

Results
Calculated total energy = -5546.290296 hartree
HOMO = -8.42 eV
E_LUMO = -0.0299 hartree
Orbital gap = 7.61 eV
Largest force on an atom = 3.5 eV/Å
Spin multiplicity = 1

---

# 3
The following is a quantum chemistry calculation of 4 unconnected molecules or ions with the total composition C5H10F3N3O in a non-equilibrium geometry, from the OMol25 dataset.

Cartesian coordinates (Å):
C1 -0.786 0.438 -2.331
C2 0.355 -0.943 1.491
C3 1.936 0.996 1.121
C4 -0.631 1.193 -1.045
C5 1.273 -0.030 0.682
N1 1.166 -1.698 -0.959
N2 -1.419 1.153 -0.013
N3 1.553 -0.527 -0.689
O1 1.985 0.286 -1.510
F1 1.215 -1.936 -2.348
F2 0.014 3.532 1.105
F3 -2.485 0.253 -0.042
H1 -1.493 -0.463 -2.111
H2 -1.159 1.165 -2.996
H3 0.172 0.029 -2.566
H4 0.862 -1.196 2.502
H5 -0.531 -0.414 1.928
H6 0.280 -1.963 1.116
H7 1.887 1.378 2.180
H8 2.557 1.487 0.498
H9 -0.723 2.768 0.438
H10 0.101 2.020 -0.943

Cartesian forces (eV/Å) of the 2 atoms listed first:
C -1.1 -2.2 2.8
C 1.3 0.1 3.1

Results
Calculated total energy = -735.285123 hartree
HOMO = -10.68 eV
E_LUMO = -0.0221 hartree
Orbital gap = 10.08 eV
Largest force on an atom = 5.9 eV/Å
Spin multiplicity = 1

---

# 4
The following is a quantum chemistry calculation of a molecular structure, C6H8S in a non-equilibrium geometry, from the OMol25 dataset.

Cartesian coordinates (Å):
C1 0.042 -0.923 0.280
C2 0.683 0.329 0.996
C3 -0.537 1.109 0.608
C4 -1.060 -0.174 0.065
C5 2.047 0.965 0.375
C6 -2.483 -0.598 -0.814
S1 -0.927 2.658 0.867
H1 0.318 -1.979 0.283
H2 0.906 0.287 2.024
H3 1.956 1.153 -0.690
H4 2.796 0.125 0.509
H5 2.266 1.720 1.015
H6 -3.368 -0.779 -0.233
H7 -2.027 -1.475 -1.245
H8 -2.652 0.257 -1.519

Cartesian forces (eV/Å) of the 2 atoms listed first:
C -0.1 2.1 1.9
C 3.0 0.4 -2.5

Results
Calculated total energy = -631.494439 hartree
HOMO (spin up / spin down) = -8.52 / -8.52 eV
E_LUMO (spin up / spin down) = -0.0163 / -0.0163 hartree
Orbital gap (spin up / spin down) = 8.08 / 8.08 eV
Largest force on an atom = 5.4 eV/Å
Spin multiplicity = 1